1.
Below is the molecule C4H8N2, with properties calculated with the ωB97M-V functional and the def2-TZVPD basis.

Output
LUMO   1.197 eV
Energy relative to the best compared isomer or geometry (same formula, charge and spin)   50.5 kcal/mol
HOMO-LUMO gap   10.69 eV
SMILES string   C1N[C@H]1[C@H]1CN1
Calculated total energy   -7255.6856 eV

Element x y z (Å)
C 1.8659 0.1767 -0.6230
N 1.7478 -0.2136 0.7805
C 0.6066 -0.4139 -0.1051
C -0.6032 0.4166 0.1765
C -1.9453 0.0062 -0.3010
N -1.5739 -0.1606 1.1008
H 2.4830 -0.4197 -1.2937
H 1.9460 1.2531 -0.7814
H 2.2106 -1.1010 0.9597
H 0.3707 -1.4382 -0.4016
H -0.3985 1.4865 0.2329
H -2.0613 -0.9270 -0.8512
H -2.6540 0.7825 -0.5832
H -1.9946 0.5524 1.6899



2.
Below is a structure of composition C31H37KN9O3PS, with properties calculated with the ωB97M-V functional and the def2-TZVPD basis.

Output
LUMO   0.293 eV
Energy relative to the best compared isomer or geometry (same formula, charge and spin)   24.2 kcal/mol
HOMO-LUMO gap   6.44 eV
Calculated total energy   -88749.8486 eV

Element x y z (Å)
K 0.1301 0.3334 0.0899
C -1.6438 -2.0308 5.0612
N -0.7292 -1.3430 4.1967
C 0.0994 -0.3223 4.5503
C 0.8194 -0.0054 3.4317
N 0.4430 -0.8064 2.4094
C -0.5017 -1.5928 2.8767
P -1.3713 -2.9112 1.9802
C -0.0694 -3.3172 0.7940
N 0.6728 -2.4972 0.0907
C 1.5435 -3.2711 -0.5890
C 1.3258 -4.5896 -0.2998
N 0.2931 -4.6151 0.5833
C -0.2996 -5.7786 1.1800
C -2.4715 -1.9521 0.8979
N -2.1411 -1.1804 -0.1125
C -3.3007 -0.7194 -0.6290
C -4.3587 -1.2343 0.0670
N -3.8253 -2.0285 1.0312
C -4.5524 -2.8171 1.9826
H -1.4530 -1.7382 6.0928
H -1.5147 -3.1121 4.9668
H -2.6756 -1.7794 4.8104
H 0.1123 0.0816 5.5433
H 1.5602 0.7579 3.3001
H 2.2888 -2.8446 -1.2267
H 1.8059 -5.4858 -0.6350
H 0.1973 -6.6717 0.8034
H -1.3631 -5.8312 0.9347
H -0.1955 -5.7435 2.2671
H -3.3217 -0.0551 -1.4677
H -5.4165 -1.1029 -0.0323
H -5.6178 -2.7447 1.7721
H -4.3710 -2.4618 2.9982
H -4.2497 -3.8655 1.9177
O -1.5249 2.2637 -1.5685
C -1.9029 1.9594 -2.8739
C -1.3671 0.6473 -3.3997
C -1.7118 0.2006 -4.6771
C -1.1925 -1.0019 -5.1165
C -0.3593 -1.7190 -4.2699
C -0.0963 -1.1982 -3.0150
N -0.5809 -0.0443 -2.5943
H -1.7856 1.5442 -0.9746
H -1.5108 2.7739 -3.4974
H -3.0040 1.9609 -2.9890
H -2.3634 0.7903 -5.3067
H -1.4340 -1.3783 -6.1001
H 0.0614 -2.6625 -4.5796
H 0.5135 -1.7257 -2.3028
O 0.5619 2.2327 1.1429
N -0.1273 3.3056 1.3237
C 0.4909 4.4881 1.2404
C -0.1403 5.6855 1.4809
C -1.4893 5.6652 1.8239
C -2.1314 4.4519 1.8867
C -1.4660 3.2454 1.6177
S -2.2367 1.7487 1.6742
H 1.5364 4.4167 0.9788
H 0.4222 6.6033 1.4139
H -2.0158 6.5845 2.0366
H -3.1754 4.3851 2.1528
O 3.1631 -0.8459 1.0915
C 3.6759 0.4584 0.9392
C 4.7097 0.4453 -0.1817
C 4.0526 0.1402 -1.5351
C 3.4046 1.3653 -2.1001
C 4.0954 2.1810 -2.9954
C 3.4960 3.3456 -3.4394
C 2.2366 3.6697 -2.9602
C 1.6174 2.7829 -2.0919
N 2.1800 1.6570 -1.6870
H 2.2783 -0.7756 1.4738
H 4.1613 0.7830 1.8749
H 2.8773 1.1621 0.6930
H 5.4495 -0.3263 0.0346
H 5.2161 1.4101 -0.2181
H 3.3027 -0.6302 -1.3675
H 4.8023 -0.2249 -2.2381
H 5.0785 1.8956 -3.3401
H 4.0033 3.9975 -4.1373
H 1.7479 4.5843 -3.2614
H 0.6318 2.9783 -1.6982



3.
Below is the molecule C6H7Cl2N, with properties calculated with the ωB97M-V functional and the def2-TZVPD basis.

Output
LUMO   0.063 eV
Energy relative to the best compared isomer or geometry (same formula, charge and spin)   64.6 kcal/mol
HOMO-LUMO gap   8.47 eV
SMILES string   C/N=C/C=C\C=C(Cl)Cl
Calculated total energy   -32867.2500 eV

Element x y z (Å)
C -0.5897 -2.1426 -0.7617
C 0.3117 -1.6707 0.1369
C -1.6520 -1.2268 -1.2484
C 0.4951 -0.3240 0.6040
C -2.1469 -0.4045 -0.2771
C -0.0066 1.9858 0.9323
N -0.4053 0.6261 0.5108
Cl -3.1839 0.8986 -0.6985
Cl -2.4658 -0.8573 1.3182
H -0.5362 -3.1917 -1.0959
H 1.0113 -2.4232 0.4498
H -1.6399 -0.9612 -2.3045
H 1.5066 -0.0020 0.7489
H 0.2120 2.8100 0.1423
H -0.8004 2.4942 1.4915
H 0.9377 1.8658 1.5109



4.
Below is a structure of composition C9H17BiClINO2P, with properties calculated with the ωB97M-V functional and the def2-TZVPD basis.

Output
LUMO (alpha / beta)   -11.031 / -11.032 eV
Energy relative to the best compared isomer or geometry (same formula, charge and spin)   68.0 kcal/mol
HOMO-LUMO gap (alpha / beta)   4.77 / 4.77 eV
Calculated total energy   -50926.9917 eV
Charge   +2

Element x y z (Å)
C -3.2947 1.7076 -3.5286
C -2.9247 0.8195 -2.3665
H -4.1475 1.3492 -4.1444
H -2.4070 1.7172 -4.2035
H -3.5591 2.7484 -3.2852
O -3.0783 -0.3749 -2.2984
I 0.8571 3.3737 -2.5178
Bi -0.7909 1.5751 -0.9045
P 1.1148 -0.5644 -1.2573
C 1.2891 -2.3206 -0.7720
C 1.2594 -0.6719 -3.0656
H 2.7130 1.1248 -0.5390
H 3.5668 -0.2412 -1.3414
H 2.9438 -0.4184 0.3365
C 2.7512 0.0329 -0.6524
H 1.2226 0.3311 -3.5001
H 2.1837 -1.1755 -3.3758
H 2.2021 -2.7704 -1.1901
H 0.4324 -2.9096 -1.1077
H 0.4136 -1.2502 -3.4583
H 1.3537 -2.3914 0.3189
C -1.5902 -1.2291 -0.0348
O -1.8864 -2.2350 0.4193
Cl 0.8688 2.5414 0.8506
C 0.5418 0.4515 5.2954
C -0.6559 -0.2592 4.6524
C -0.8049 0.0666 3.2465
N -0.9661 0.3843 2.1385
H 1.4721 0.0983 4.8446
H 0.5921 0.2625 6.3743
H 0.4609 1.5294 5.1521
H -0.5587 -1.3467 4.7443
H -1.5743 0.0449 5.1698